No. 1
The following is a DFT calculation (ωB97M-V/def2-TZVPD) of 8 unconnected molecules or ions with the total composition C26H48O18S3 at a distorted geometry.

The geometry in ORCA input format:
```
! RIJCOSX wB97M-V def2-TZVPD def2/J DEFGRID3
* xyz 0 1
C 9.73079 16.90203 -18.98248
C 8.41159 16.17240 -18.89911
C 8.55235 14.72983 -18.35360
O 7.63718 14.68934 -17.25843
C 7.06856 15.90216 -17.06056
O 6.31282 16.15401 -16.18191
O 7.56153 16.79862 -17.93361
H 10.43349 16.36836 -19.62255
H 10.15338 16.92685 -17.97291
H 9.65095 17.93142 -19.32583
H 7.88762 16.12882 -19.85501
H 9.54893 14.49344 -17.98739
H 8.24314 14.03300 -19.13121
C 1.03488 19.72802 -6.41702
C 0.71001 18.65619 -7.41981
C 1.39853 18.79923 -8.78532
O 2.24514 17.66500 -8.88063
C 2.14518 16.90859 -7.74257
O 2.82855 15.96920 -7.51560
O 1.15813 17.37030 -6.95810
H 0.32974 19.66003 -5.58562
H 0.93612 20.73469 -6.82588
H 2.03554 19.63080 -5.99019
H -0.37448 18.57088 -7.49517
H 2.00162 19.70866 -8.84275
H 0.69096 18.83718 -9.61447
C 8.84054 10.84363 -16.03880
C 8.72910 12.29683 -15.61431
C 8.47242 12.53652 -14.12879
O 9.23051 13.74276 -13.89291
C 10.09759 13.94652 -14.90599
O 10.88312 14.83432 -14.94830
O 9.93245 13.01226 -15.87800
H 7.94516 10.28600 -15.77229
H 9.72874 10.40231 -15.57844
H 8.98342 10.75582 -17.11677
H 7.89148 12.74564 -16.14552
H 8.71708 11.74760 -13.41433
H 7.43091 12.79774 -13.93488
C 10.00687 18.01543 -6.14038
C 10.30318 17.93977 -7.60891
C 9.59695 16.76039 -8.32146
O 8.79875 17.40261 -9.33662
C 8.89702 18.73944 -9.23758
O 8.29637 19.50526 -9.92635
O 9.77020 19.09980 -8.28377
H 10.37683 17.10841 -5.66289
H 8.92238 18.03775 -6.00813
H 10.41817 18.92414 -5.70984
H 11.36317 17.88123 -7.86023
H 8.96402 16.20305 -7.63164
H 10.25692 16.09040 -8.86456
C 10.35828 13.52004 -10.79151
C 9.01446 13.06169 -10.27681
C 9.13883 11.84001 -9.35000
O 8.19872 12.11476 -8.31063
C 7.92915 13.43650 -8.29825
O 7.32957 14.00429 -7.44718
O 8.48364 14.04495 -9.37259
H 10.32417 14.45322 -11.35645
H 10.80265 12.75509 -11.43295
H 11.06541 13.72143 -9.97905
H 8.31840 12.87043 -11.09317
H 10.14048 11.79192 -8.91581
H 8.90369 10.89956 -9.83839
C 5.07800 19.92337 -9.01810
S 4.50007 20.92121 -7.65086
O 4.75564 20.21064 -6.37456
C 5.77482 22.16005 -7.82276
H 4.41702 19.05788 -9.10483
H 6.08150 19.52121 -8.88687
H 5.04877 20.51610 -9.93160
H 5.62800 22.94950 -7.08478
H 5.82212 22.57806 -8.82650
H 6.75090 21.72716 -7.58114
C 10.85638 19.52345 -13.16651
S 11.90076 18.07367 -13.27161
O 13.25368 18.57167 -12.91447
C 11.30453 17.26260 -11.79702
H 11.22017 20.19425 -13.94510
H 10.98764 20.00477 -12.19823
H 9.80619 19.31055 -13.36896
H 10.26942 16.91821 -11.88968
H 11.36194 17.95609 -10.95726
H 11.89899 16.36650 -11.62871
C 6.71244 16.05493 -12.64437
S 5.55069 15.03524 -11.72499
O 6.16546 13.67314 -11.64939
C 5.82506 15.91131 -10.18328
H 6.44531 17.10699 -12.54680
H 6.83348 15.80330 -13.69581
H 7.68414 15.89545 -12.16553
H 5.37759 16.88474 -10.38778
H 6.86176 15.97478 -9.86410
H 5.28164 15.39109 -9.39716
*
```

The calculation puts the HOMO energy at -8.72 eV.



No. 2
The following is a DFT calculation (ωB97M-V/def2-TZVPD) of 8 unconnected molecules or ions with the total composition C26H48O7S5 at a distorted geometry.

The geometry in ORCA input format:
```
! RIJCOSX wB97M-V def2-TZVPD def2/J DEFGRID3
* xyz 0 1
C 7.42909 -16.60977 -17.80846
S 6.42719 -16.25622 -16.27059
O 7.30769 -15.41869 -15.33752
C 6.40387 -17.99016 -15.68408
H 6.93293 -17.29251 -18.49824
H 8.43421 -17.01544 -17.69327
H 7.57163 -15.71141 -18.40909
H 7.42646 -18.36605 -15.65079
H 5.89759 -18.72896 -16.30534
H 6.00681 -17.97914 -14.66903
C 19.46297 -14.94227 -17.60730
S 17.83582 -14.07273 -17.52658
O 17.56545 -14.09356 -16.02142
C 18.43095 -12.32650 -17.96503
H 19.40026 -15.92334 -17.13649
H 20.22251 -14.42212 -17.02366
H 19.78873 -15.18480 -18.61882
H 18.87345 -12.31562 -18.96111
H 19.21670 -11.97857 -17.29447
H 17.62887 -11.59299 -17.88305
C 13.76636 -19.17580 -19.59323
S 12.08557 -19.92277 -19.68545
O 12.03036 -20.63127 -21.03260
C 12.25751 -21.23258 -18.30709
H 14.11864 -18.87744 -18.60582
H 13.77642 -18.37935 -20.33732
H 14.53983 -19.84499 -19.97011
H 11.30169 -21.31703 -17.79000
H 13.02044 -21.03913 -17.55302
H 12.33835 -22.21344 -18.77558
C 15.42338 -14.00549 -14.16188
S 14.16318 -14.52105 -12.89851
O 12.83115 -13.84446 -13.14531
C 13.77854 -16.25559 -13.66489
H 15.35562 -14.46312 -15.14884
H 16.43533 -14.08835 -13.76541
H 15.27489 -12.93472 -14.30155
H 14.62971 -16.91264 -13.48632
H 13.48578 -16.21375 -14.71400
H 12.96875 -16.73557 -13.11537
C 13.97506 -14.04053 -17.90488
S 13.07738 -15.35161 -18.86644
O 13.49517 -16.64362 -18.16013
C 11.35271 -15.01487 -18.22986
H 13.91343 -13.05450 -18.36536
H 15.03805 -14.27937 -17.87172
H 13.57864 -13.92386 -16.89624
H 11.49220 -14.92242 -17.15278
H 10.64043 -15.77831 -18.54277
H 11.08193 -14.02398 -18.59443
C 10.43926 -19.49620 -15.63241
C 10.84283 -20.42349 -14.63389
C 12.15460 -20.38863 -14.13844
C 13.03960 -19.50909 -14.74651
C 12.68805 -18.68585 -15.76461
C 11.39667 -18.61558 -16.17781
H 9.40988 -19.45992 -15.95717
H 10.24072 -21.23570 -14.25419
H 12.42215 -21.07766 -13.35101
H 14.03549 -19.46134 -14.33139
H 13.43868 -18.02054 -16.16500
H 11.04385 -17.89757 -16.90333
C 11.06194 -12.10249 -15.32743
C 11.01539 -10.88032 -15.98867
C 10.10020 -10.55509 -16.97402
C 9.14427 -11.54712 -17.32030
C 9.04291 -12.75611 -16.60303
C 10.02546 -13.01609 -15.65469
H 11.80121 -12.30736 -14.56723
H 11.82209 -10.19333 -15.77966
H 10.18633 -9.65705 -17.56774
H 8.43899 -11.36567 -18.11783
H 8.32585 -13.51108 -16.88983
H 9.93914 -14.00815 -15.23664
O 13.62018 -10.30025 -23.43671
C 13.42609 -10.37313 -22.23144
O 12.79068 -9.42794 -21.49529
C 12.30486 -9.81489 -20.17693
C 12.86565 -11.23474 -20.00615
C 13.65990 -11.50896 -21.23191
H 11.22038 -9.85224 -20.07390
H 12.52340 -9.11059 -19.37425
H 12.06541 -11.96834 -19.90848
H 13.43426 -11.22771 -19.07625
H 13.53695 -12.49554 -21.67872
H 14.73508 -11.41694 -21.07821
*
```

The calculation puts the HOMO energy at -8.64 eV.



No. 3
The following is a DFT calculation (ωB97M-V/def2-TZVPD) of a molecular structure, C26H49B2F4N3OP2Sr at a distorted geometry.

The geometry in ORCA input format:
```
! RIJCOSX wB97M-V def2-TZVPD def2/J DEFGRID3
* xyz 0 1
Sr -5.59425 -6.83685 -17.68554
C -1.39084 -4.84068 -16.76523
C -2.29839 -5.11092 -15.56143
C -2.51775 -6.64597 -15.48959
C -1.62283 -4.73431 -14.21169
P -3.97936 -4.44632 -16.04596
C -4.77006 -4.45260 -14.36916
N -6.10829 -5.02340 -14.39671
B -6.63477 -5.95870 -15.35185
N -8.02508 -6.00110 -15.05981
C -9.00883 -6.87285 -15.56667
P -9.08518 -6.82051 -17.42385
C -10.47194 -7.97888 -17.69634
C -10.88867 -8.03436 -19.17943
C -10.03283 -9.42243 -17.19356
C -11.72226 -7.70108 -16.89790
C -9.75441 -5.07375 -17.90289
C -10.76183 -4.48638 -16.86796
C -8.52920 -4.10742 -17.85992
C -10.39369 -5.03581 -19.36958
C -8.29715 -5.18800 -13.96076
C -9.48867 -4.78419 -13.41091
C -9.52544 -3.79755 -12.37761
C -8.32245 -3.15836 -11.96498
C -7.13822 -3.63549 -12.51567
C -7.11919 -4.55233 -13.57461
C -3.71192 -2.53201 -16.46998
C -5.14800 -1.99395 -16.50724
C -2.84075 -1.77286 -15.50076
C -3.20911 -2.44931 -17.94229
H -0.54597 -5.50864 -16.62889
H -0.92571 -3.82738 -16.81004
H -1.91715 -5.03059 -17.67179
H -1.67328 -7.14792 -14.98034
H -2.70646 -7.10514 -16.48220
H -3.43931 -6.79565 -14.99815
H -0.74692 -5.32314 -14.25279
H -2.10905 -4.89813 -13.23969
H -1.23519 -3.67618 -14.19532
H -4.71400 -3.42225 -13.96736
H -4.03256 -5.06409 -13.76096
H -9.93772 -6.63114 -15.08281
H -8.83551 -7.89978 -15.30055
H -10.09478 -7.78260 -19.89517
H -11.68180 -7.29640 -19.37560
H -11.33145 -8.92514 -19.52137
H -9.34275 -10.03206 -17.84198
H -10.94872 -9.97083 -17.14694
H -9.70744 -9.44038 -16.13474
H -12.45823 -8.50459 -16.96177
H -12.22470 -6.80618 -17.33900
H -11.54779 -7.43083 -15.86588
H -10.24650 -4.02977 -16.02511
H -11.55909 -5.19072 -16.50884
H -11.29548 -3.68122 -17.37158
H -8.18302 -3.90984 -16.87388
H -8.73181 -3.15564 -18.42125
H -7.66451 -4.52868 -18.37436
H -11.35922 -5.50154 -19.33777
H -9.73770 -5.51148 -20.12985
H -10.58736 -3.98296 -19.58929
H -10.45195 -5.20018 -13.71399
H -10.48453 -3.48091 -12.00028
H -8.20073 -2.44578 -11.19674
H -6.23370 -3.11702 -12.32471
H -5.62490 -2.10198 -15.53122
H -5.78692 -2.47788 -17.24209
H -5.17700 -0.92476 -16.73386
H -3.29961 -1.87834 -14.47663
H -2.84463 -0.72298 -15.76991
H -1.83903 -2.13923 -15.43956
H -3.76684 -3.24702 -18.42986
H -2.17527 -2.53056 -18.16132
H -3.55048 -1.52225 -18.44587
C -3.60825 -4.97900 -20.41211
C -5.12928 -5.01514 -20.51065
N -5.71898 -4.44925 -21.58139
O -5.79133 -5.42463 -19.61012
H -3.28601 -3.89087 -20.58499
H -3.17112 -5.54689 -21.23861
H -3.37231 -5.40663 -19.45576
H -5.21829 -4.21259 -22.40442
H -6.71347 -4.45590 -21.69720
F -4.68302 -8.63338 -19.87705
B -3.66790 -8.65665 -18.93612
F -3.21662 -7.31611 -18.69110
F -2.64934 -9.49853 -19.27435
F -4.36173 -9.03660 -17.72939
*
```

The calculation puts the HOMO energy at -6.37 eV.



It is found that the DFT total energy values, taken in the order of the records, are -3568.38733 -3536.85800 -2422.51561 Ha.